1.
Molecular formula: C46H82CdF12O26
Method: DFT, the ωB97M-V functional and the def2-TZVPD basis

The geometry in ORCA input format:
```
! RIJCOSX wB97M-V def2-TZVPD def2/J DEFGRID3
* xyz 0 1
C -4.493 2.789 1.457
C -4.020 3.758 2.528
H -1.085 0.155 1.566
C -0.507 1.940 5.670
H 5.269 1.034 -3.428
C -6.110 3.040 3.043
C 4.215 3.044 -2.172
H -1.998 -2.890 4.029
C 4.513 1.218 -4.184
O 0.561 0.797 0.628
H 2.815 -0.471 1.850
C 0.997 2.215 5.519
H -5.197 4.177 -2.569
C -5.367 3.761 -3.567
H 1.357 2.971 6.217
H -5.317 3.955 -0.200
O 3.085 2.489 -2.803
C 5.930 -1.777 0.163
C 2.429 2.622 3.477
H 3.092 0.652 -1.750
C -0.842 0.919 0.814
C 0.695 -1.081 3.587
H 6.836 -1.988 2.154
O 9.234 -0.697 5.614
O -7.262 -4.134 0.895
O 5.355 1.034 -1.295
F -1.124 -0.417 -1.063
O 1.718 -1.755 -5.016
H 0.455 1.863 -2.830
O 4.563 -2.191 0.022
F 4.783 2.798 3.661
C -0.917 -2.796 3.888
H 6.618 -2.535 -0.209
H 3.787 1.933 -3.798
H 2.208 1.940 -1.030
H -2.145 -5.778 -2.586
H -4.958 -0.497 -1.080
C -2.065 -3.319 -0.399
H 3.092 0.446 0.435
H 0.984 -1.232 4.637
O -6.418 1.967 -4.716
H -0.157 -0.781 -3.954
F 3.657 4.204 4.856
H 5.684 1.770 -3.129
C 2.450 1.500 -2.008
H 0.830 -0.031 3.329
H -4.486 -2.453 -3.913
H -3.994 1.824 1.531
H 4.781 1.919 0.497
H 1.011 -0.716 -0.660
H 5.223 0.126 -0.521
H -7.656 0.537 -3.841
O -1.008 2.130 1.399
H 0.518 -3.652 2.538
H -3.077 3.455 2.982
C 5.894 -0.310 5.027
C -4.075 -1.437 -3.948
H 2.984 0.299 -5.429
H 2.637 1.572 3.221
H -3.882 4.780 2.166
H -5.497 -0.422 -5.822
H -0.731 1.086 5.026
F -8.337 -3.957 -2.350
H -3.501 2.042 -3.175
H -1.376 -1.978 1.131
O -5.878 2.573 1.794
F -1.714 1.626 -1.361
H -7.025 2.660 -2.813
O 2.189 3.396 2.380
H -3.523 -5.249 -1.566
C -6.232 -1.677 0.243
C 1.179 1.047 -2.729
H -2.128 -2.510 -1.130
H -0.284 0.751 -4.833
H -2.509 3.576 -3.126
C 3.779 0.013 -4.744
O -5.093 3.806 3.467
H -5.907 0.393 0.114
H -0.143 -3.019 0.464
C -1.195 -2.999 0.784
C -3.145 2.913 -3.722
C 1.128 -0.497 0.405
F -6.638 -5.263 -1.992
Cd 0.109 3.636 2.278
H -2.517 2.595 -4.556
O -1.398 -3.966 1.782
O 7.297 -1.467 6.422
C 5.469 2.175 -2.136
C 8.052 -0.751 5.561
O -0.639 -1.487 3.418
H 5.653 0.601 5.580
C -7.190 -3.816 -0.259
C -4.439 3.368 0.067
H 5.105 0.345 3.147
O -1.678 -4.517 -1.049
H 4.033 -0.753 3.936
O 2.877 -2.793 1.405
H -0.632 1.675 6.720
C -0.517 -3.852 2.849
F -8.568 -5.615 -0.990
O 7.258 -0.184 4.622
H -3.512 3.907 -0.131
H 5.568 -1.395 3.233
H 6.024 -0.383 1.826
C 5.092 -0.565 3.750
H 4.486 -0.637 -5.269
O 1.557 0.433 -3.937
H 5.740 0.419 0.649
H -6.084 4.434 -4.046
H -0.557 -2.955 4.912
H -7.686 0.656 -5.569
F 2.418 -2.119 -1.600
H -2.737 -4.177 -2.796
C 6.029 -1.460 1.649
H 4.965 1.682 -5.065
C 2.251 -1.616 -3.957
C -5.916 -0.462 -0.568
C 3.986 -2.423 1.214
O 3.244 -0.797 -3.683
C -2.584 -4.949 -2.034
C 5.942 -1.492 5.969
H -5.324 -2.091 0.684
O -6.646 -2.705 -0.700
H 1.452 1.255 5.762
F -2.936 0.322 -0.145
C 0.394 -0.071 -4.577
C 6.075 -0.534 -0.702
H 1.420 -1.680 3.024
H 6.379 2.716 -1.858
O -7.138 2.897 3.622
F 3.699 2.097 5.411
H 0.690 0.331 -2.053
O 4.837 -2.013 2.196
H -3.505 -1.355 -4.880
H -4.456 2.572 -0.685
H -6.532 -1.410 -4.745
C -1.669 0.648 -0.456
O 1.153 2.711 4.174
H -3.412 -1.288 -3.096
H 4.537 3.890 -2.786
H -7.016 -1.535 0.984
H 6.955 0.059 -0.447
C 5.590 1.329 0.063
O -5.058 -0.443 -3.802
C 3.657 2.952 4.367
H -6.635 -0.236 -1.356
O -4.171 3.707 -4.301
H 3.979 3.485 -1.198
C 2.592 -0.462 0.779
C 1.732 -2.347 -2.718
H 0.587 -1.275 0.952
H 6.550 1.822 0.264
F 0.499 -1.892 -2.490
F 1.763 -3.656 -2.969
C -6.142 2.466 -3.431
H -3.103 -3.499 -0.081
H 6.048 -0.739 -1.770
H -0.374 -4.802 3.373
H 5.762 -2.407 5.400
C -7.008 0.689 -4.711
C -6.016 -0.447 -4.859
H -1.176 2.720 5.309
H -5.480 1.796 -2.867
H 0.671 -0.554 -5.513
H 5.304 -1.355 6.838
C -7.713 -4.697 -1.418
H 3.158 -1.276 0.323
*
```

For the frontier orbital gap, the calculation gives 0.227 Eh. Its relative energy (zero: lowest compared OMol25 entry of this formula, charge and spin) is 5.974 eV.

2.
Molecular formula: C21H40Cl3N4O4SiZn
Method: DFT, the ωB97M-V functional and the def2-TZVPD basis

The geometry in ORCA input format:
```
! RIJCOSX wB97M-V def2-TZVPD def2/J DEFGRID3
* xyz -1 1
H 3.169 -1.123 -4.945
H -3.609 -0.615 2.417
H -4.207 1.988 -5.428
H 5.904 -1.358 3.088
H 2.502 -3.062 -2.927
Si -0.480 1.067 -0.342
H -2.650 -1.473 -3.394
H -5.311 0.582 -0.784
Cl -1.263 -3.483 -2.329
H 1.110 0.800 -2.483
H 0.831 0.601 6.667
C -3.946 1.500 -4.489
O 1.887 -1.876 -1.353
Cl 0.739 -3.894 1.026
H -3.784 1.982 -1.104
C -2.861 -0.635 -0.891
H 3.756 0.385 4.694
C 1.660 0.216 6.064
H 4.130 -2.528 -4.442
H -6.902 0.775 0.835
H 2.597 0.194 6.635
N 4.318 -2.935 2.069
C 3.939 -1.468 -4.246
H -2.002 2.790 0.701
H -0.025 -0.528 -2.392
H 1.574 2.327 0.536
H 4.858 -0.897 -4.390
C 2.605 -2.110 -2.371
C -3.108 -0.477 -3.356
C -3.481 0.185 -4.533
O -1.497 -0.474 -0.497
H -0.027 1.356 4.107
H 4.853 0.294 -2.665
N 1.864 1.100 4.932
C 3.932 -0.045 -2.178
N 3.506 -1.267 -2.866
H 3.188 0.756 -2.263
H -6.481 -0.877 1.337
O 3.296 -0.987 1.324
O 3.272 1.770 3.239
C -4.055 2.163 -3.265
H -5.732 0.503 2.152
H 0.361 2.442 5.465
H -4.399 3.191 -3.237
C 0.071 0.555 -2.217
C -3.832 -0.507 0.263
C 3.023 1.081 4.228
H 5.260 -3.315 2.042
Cl -0.609 0.959 1.777
H -2.075 2.965 -1.084
H -2.877 -1.699 -1.167
Zn 0.257 -2.995 -0.873
C 0.773 1.966 4.558
C -6.087 0.134 1.186
C -1.425 2.747 -0.236
H -0.657 3.535 -0.174
C -3.249 0.179 -2.128
C 4.234 -1.562 1.875
H 5.168 0.095 2.520
H 3.565 -3.469 1.627
H -2.439 -1.586 1.494
C -3.702 1.503 -2.080
C -5.019 0.109 0.152
H 4.107 -0.243 -1.115
H 1.789 2.060 -1.171
H -4.118 -2.136 1.649
C 1.408 1.592 -0.258
N 5.357 -0.895 2.363
H 1.109 2.692 3.815
C -3.480 -1.246 1.520
H 1.415 -0.817 5.763
H 2.001 0.696 -0.041
H -0.589 1.089 -2.921
H -3.408 -0.343 -5.487
*
```

For the frontier orbital gap, the calculation gives 0.227 Eh. Its relative energy (zero: lowest compared OMol25 entry of this formula, charge and spin) is 3.142 eV.

3.
Molecular formula: C6H7ClS
Method: DFT, the ωB97M-V functional and the def2-TZVPD basis

The geometry in ORCA input format:
```
! RIJCOSX wB97M-V def2-TZVPD def2/J DEFGRID3
* xyz 0 1
H -0.381 2.808 0.320
Cl 2.767 -2.141 -0.430
C -1.449 -1.346 0.563
H -1.622 1.571 0.398
C -0.542 1.782 0.398
H -1.928 -1.878 1.318
C -0.150 -1.244 0.549
C 1.867 -0.689 -0.815
H 0.458 -1.660 1.394
S 0.234 1.624 -2.248
H -2.120 -0.877 -0.153
H -0.149 1.465 1.401
H 2.360 -0.039 -1.542
C 0.603 -0.368 -0.380
C 0.051 0.991 -0.773
*
```

For the frontier orbital gap, the calculation gives 0.302 Eh. Its relative energy (zero: lowest compared OMol25 entry of this formula, charge and spin) is 1.207 eV.

4.
Molecular formula: C3H7N3
Method: DFT, the ωB97M-V functional and the def2-TZVPD basis

The geometry in ORCA input format:
```
! RIJCOSX wB97M-V def2-TZVPD def2/J DEFGRID3
* xyz 0 1
C -0.553 -0.507 -0.356
N 1.878 -0.622 -0.204
H 2.736 -0.279 0.241
H 1.733 -1.594 0.023
C 0.751 0.180 -0.131
C -1.659 -0.163 0.556
N 0.758 1.449 -0.019
H -1.458 0.514 1.389
N -1.657 0.331 -0.809
H -1.336 1.315 -0.806
H -2.384 -0.934 0.771
H -0.520 -1.503 -0.775
H 1.711 1.813 0.120
*
```

For the frontier orbital gap, the calculation gives 0.373 Eh. Its relative energy (zero: lowest compared OMol25 entry of this formula, charge and spin) is 0.814 eV.

5.
Molecular formula: C29H21FeN5O5S
Method: DFT, the ωB97M-V functional and the def2-TZVPD basis

The geometry in ORCA input format:
```
! RIJCOSX wB97M-V def2-TZVPD def2/J DEFGRID3
* xyz -1 2
H -1.383 -0.437 -1.253
C 0.262 3.057 0.469
H -4.467 4.420 0.173
H 3.206 -5.938 -0.173
H -0.865 3.985 -3.158
C 0.796 -3.522 -1.877
H 0.527 2.619 -2.178
C -3.063 3.096 -0.763
C 1.102 -1.895 4.445
C 1.167 -2.788 2.239
C -1.982 0.463 -1.136
H -1.028 0.255 -3.623
C 2.507 -3.920 -0.384
C -1.501 1.223 -3.442
N 0.509 2.856 4.843
H 0.043 -5.168 -3.008
N 0.787 0.722 0.484
C -1.657 4.067 -2.423
H -2.029 0.694 -0.069
C -1.356 1.588 -1.957
H -2.992 0.248 -1.499
C 0.580 1.934 2.547
C 3.566 -3.192 0.433
C 0.453 1.844 -0.187
C 2.495 -5.275 -0.647
C 1.220 -2.991 3.606
N 1.625 -3.094 -0.938
H -3.753 6.401 -1.133
H 0.798 -7.272 -2.410
O 1.501 -7.093 -1.777
H 1.245 -3.630 1.568
Fe 1.592 -1.072 -0.344
C -3.673 4.332 -0.560
C 0.922 -0.524 2.483
H 0.033 3.943 -0.106
C 0.779 0.748 1.831
C -2.265 5.299 -2.233
O 3.471 -1.942 0.294
N 0.797 0.671 5.970
O -0.717 -2.660 -3.496
H -1.035 1.971 -4.090
H 1.368 -3.989 3.996
C -3.278 5.440 -1.290
H 0.690 0.855 -2.053
C 0.625 1.850 4.005
H 0.184 4.025 2.395
H -1.948 6.151 -2.823
H -2.559 1.149 -3.709
S 0.602 2.235 6.335
O 0.417 -1.254 -2.146
C 0.796 0.584 4.658
O 4.380 -3.863 1.077
C 0.172 1.727 -1.658
C 0.343 3.103 1.849
C 0.723 -4.857 -2.223
H 1.133 -1.994 5.523
C -2.039 2.937 -1.692
C 1.552 -5.747 -1.551
H -3.402 2.250 -0.182
C 0.068 -2.394 -2.583
C 0.945 -0.643 3.881
N 1.012 -1.587 1.670
*
```

For the frontier orbital gap (alpha / beta), the calculation gives 0.177 / 0.187 Eh. Its relative energy (zero: lowest compared OMol25 entry of this formula, charge and spin) is 0.000 eV.

6.
Molecular formula: H3N3O2
Method: DFT, the ωB97M-V functional and the def2-TZVPD basis

The geometry in ORCA input format:
```
! RIJCOSX wB97M-V def2-TZVPD def2/J DEFGRID3
* xyz 0 1
N -1.454 -0.211 0.353
N 0.675 -0.712 0.042
O 0.025 1.413 0.159
H -2.219 0.391 -0.146
H -1.702 -1.209 0.127
O 2.309 -0.159 0.061
N -0.123 0.235 0.239
H 2.489 0.253 -0.836
*
```

For the frontier orbital gap, the calculation gives 0.394 Eh. Its relative energy (zero: lowest compared OMol25 entry of this formula, charge and spin) is 2.115 eV.

> What is the formula in the sixth record?

H3N3O2

> relative energy (zero: lowest compared OMol25 entry of this formula, charge and spin) of number 1 (C46H82CdF12O26)?

5.974 eV

> The highest relative energy (zero: lowest compared OMol25 entry of this formula, charge and spin) belongs to which entry?

C46H82CdF12O26

Please write out number 5 again, unchanged.
Molecular formula: C29H21FeN5O5S
Method: DFT, the ωB97M-V functional and the def2-TZVPD basis

The geometry in ORCA input format:
```
! RIJCOSX wB97M-V def2-TZVPD def2/J DEFGRID3
* xyz -1 2
H -1.383 -0.437 -1.253
C 0.262 3.057 0.469
H -4.467 4.420 0.173
H 3.206 -5.938 -0.173
H -0.865 3.985 -3.158
C 0.796 -3.522 -1.877
H 0.527 2.619 -2.178
C -3.063 3.096 -0.763
C 1.102 -1.895 4.445
C 1.167 -2.788 2.239
C -1.982 0.463 -1.136
H -1.028 0.255 -3.623
C 2.507 -3.920 -0.384
C -1.501 1.223 -3.442
N 0.509 2.856 4.843
H 0.043 -5.168 -3.008
N 0.787 0.722 0.484
C -1.657 4.067 -2.423
H -2.029 0.694 -0.069
C -1.356 1.588 -1.957
H -2.992 0.248 -1.499
C 0.580 1.934 2.547
C 3.566 -3.192 0.433
C 0.453 1.844 -0.187
C 2.495 -5.275 -0.647
C 1.220 -2.991 3.606
N 1.625 -3.094 -0.938
H -3.753 6.401 -1.133
H 0.798 -7.272 -2.410
O 1.501 -7.093 -1.777
H 1.245 -3.630 1.568
Fe 1.592 -1.072 -0.344
C -3.673 4.332 -0.560
C 0.922 -0.524 2.483
H 0.033 3.943 -0.106
C 0.779 0.748 1.831
C -2.265 5.299 -2.233
O 3.471 -1.942 0.294
N 0.797 0.671 5.970
O -0.717 -2.660 -3.496
H -1.035 1.971 -4.090
H 1.368 -3.989 3.996
C -3.278 5.440 -1.290
H 0.690 0.855 -2.053
C 0.625 1.850 4.005
H 0.184 4.025 2.395
H -1.948 6.151 -2.823
H -2.559 1.149 -3.709
S 0.602 2.235 6.335
O 0.417 -1.254 -2.146
C 0.796 0.584 4.658
O 4.380 -3.863 1.077
C 0.172 1.727 -1.658
C 0.343 3.103 1.849
C 0.723 -4.857 -2.223
H 1.133 -1.994 5.523
C -2.039 2.937 -1.692
C 1.552 -5.747 -1.551
H -3.402 2.250 -0.182
C 0.068 -2.394 -2.583
C 0.945 -0.643 3.881
N 1.012 -1.587 1.670
*
```

For the frontier orbital gap (alpha / beta), the calculation gives 0.177 / 0.187 Eh. Its relative energy (zero: lowest compared OMol25 entry of this formula, charge and spin) is 0.000 eV.